{"formula": "C3H7N2O2", "method": "the ωB97M-V functional and the def2-TZVPD basis", "total_charge": 0, "energy_ha": -378.362678, "spin_multiplicity": 2, "de_lowest_kj_mol": 195.7, "homo_lumo_gap_ev": [10.5, 6.9], "s_squared": 0.76, "homo_ev": [-9.77, -9.78], "elements": ["H", "H", "C", "N", "H", "C", "O", "H", "C", "O", "H", "H", "N", "H"], "positions_angstrom": [[-1.438, -2.292, 1.076], [-0.154, 1.570, -1.144], [-1.512, -2.403, 0.005], [1.049, 2.562, 0.484], [-0.633, -3.050, -0.306], [0.185, 0.076, 0.287], [-2.425, -2.116, -0.727], [0.387, 2.636, 1.334], [0.727, 1.410, -0.355], [-0.051, 0.089, 1.471], [1.946, 2.518, 0.950], [0.226, -1.083, -1.488], [0.194, -0.998, -0.504], [1.498, 1.081, -1.084]], "lowdin_spin": [-0.002, 0.007, 0.003, 0.047, 0.014, 0.066, 0.115, 0.001, 0.050, 0.092, 0.001, 0.016, 0.590, 0.000]}

{"formula": "CH21NO8", "method": "the ωB97M-V functional and the def2-TZVPD basis", "total_charge": 0, "smiles": "CN.O.O.O.O.O.O.O.O", "energy_ha": -707.349651, "de_lowest_kj_mol": 15.6, "homo_lumo_gap_ev": 10.2, "homo_ev": -9.91, "elements": ["O", "H", "O", "O", "O", "H", "H", "H", "H", "H", "O", "O", "H", "H", "H", "H", "H", "H", "H", "H", "H", "H", "H", "C", "H", "H", "O", "N", "H", "O", "H"], "positions_angstrom": [[-1.863, 1.700, 1.434], [1.037, -1.592, 1.256], [1.312, 3.167, 0.593], [1.978, -0.156, 1.088], [0.718, -0.366, -2.496], [-3.741, -1.827, -0.561], [0.528, 1.950, 2.501], [-0.357, 0.717, 1.989], [-3.227, -1.273, 0.971], [1.765, -2.940, -0.786], [0.310, 1.014, 2.622], [1.854, 1.854, -1.861], [0.898, 4.027, 0.715], [1.404, -0.663, -1.889], [0.097, -1.096, -2.544], [-2.234, -2.312, 0.011], [-2.765, 0.218, -1.335], [-1.328, 2.225, 0.831], [1.843, 0.378, 0.288], [1.762, 0.316, 1.934], [1.288, 3.011, -0.366], [2.428, 2.034, -2.611], [0.307, -2.812, -0.711], [-2.871, -1.402, -0.053], [1.080, 1.437, -2.271], [-1.271, -0.237, -0.843], [0.884, -2.568, 1.285], [-2.252, -0.209, -0.571], [1.637, -2.865, 1.818], [1.022, -2.688, -1.347], [-2.244, 0.960, 0.909]], "lowdin_charge": [-0.086, 0.001, -0.059, -0.086, -0.078, 0.072, 0.041, 0.021, 0.068, 0.048, -0.079, -0.060, 0.045, 0.031, 0.035, 0.077, 0.088, 0.028, 0.033, 0.043, 0.004, 0.061, 0.022, -0.179, 0.023, 0.060, -0.100, -0.062, 0.054, -0.072, 0.005]}